Here is a 6-piece molecular cluster, C24H58ClN2O6 overall from the Open Molecules 2025 dataset. Energies are from ωB97M-V/def2-TZVPD.

- E (eV) = -53603.4643
- charge = +1
- ΔE to the lowest compared entry with this formula, charge and spin (kcal/mol) = 0.00
- spin multiplicity = 1

The geometry in XYZ format:
```
91
C24H58ClN2O6, DFT ωB97M-V/def2-TZVPD
C 2.7605 2.7413 0.3066
C 2.8142 3.0439 -1.1900
C 2.7287 1.8400 -2.1114
Cl 1.1087 1.1860 -2.2086
N 3.6771 0.7164 -1.7322
O 3.2318 -0.0607 -0.6231
C 2.8285 -1.2562 -1.0028
N 2.3064 -2.2259 -1.3324
H 1.7710 2.3829 0.5871
H 3.4710 1.9768 0.6211
H 2.9699 3.6400 0.8787
H 3.6796 3.6610 -1.4408
H 1.9427 3.6480 -1.4397
H 3.0313 2.1289 -3.1183
H 4.6024 1.0938 -1.4877
H 3.8031 0.1001 -2.5480
C -2.0500 -0.4026 -0.2623
C -2.0704 0.8386 0.6140
O -2.0428 2.0558 -0.1128
C -3.1403 2.2808 -0.9896
C -4.4904 2.3029 -0.2985
H -1.1745 -0.3788 -0.9147
H -2.0026 -1.3007 0.3539
H -2.9343 -0.4803 -0.8946
H -1.1709 0.8595 1.2327
H -2.9221 0.8139 1.3006
H -3.1360 1.5463 -1.8036
H -2.9438 3.2531 -1.4425
H -4.7370 1.3455 0.1603
H -5.2769 2.5333 -1.0168
H -4.5071 3.0601 0.4861
C 1.1549 -5.5918 -0.7092
C 2.3088 -5.3492 0.2500
O 2.6230 -6.4499 1.0743
C 3.0108 -7.6410 0.4063
C 4.2456 -7.4933 -0.4660
H 0.2586 -5.8815 -0.1594
H 0.9412 -4.6843 -1.2752
H 1.3768 -6.3841 -1.4256
H 2.0423 -4.5438 0.9375
H 3.2008 -5.0142 -0.2946
H 2.1741 -8.0430 -0.1758
H 3.2096 -8.3563 1.2037
H 4.0926 -6.7987 -1.2936
H 4.5127 -8.4586 -0.8963
H 5.0892 -7.1322 0.1243
C 3.1272 -4.0423 -4.2019
C 4.3236 -4.3247 -3.3070
O 5.1115 -5.4136 -3.7304
C 5.6954 -5.3118 -5.0191
C 6.6343 -4.1295 -5.1830
H 2.4961 -4.9276 -4.2818
H 2.5298 -3.2291 -3.7871
H 3.4268 -3.7553 -5.2112
H 3.9707 -4.5962 -2.3116
H 4.9424 -3.4225 -3.1859
H 4.9197 -5.2993 -5.7924
H 6.2522 -6.2389 -5.1491
H 6.1161 -3.1743 -5.0756
H 7.0867 -4.1495 -6.1744
H 7.4300 -4.1672 -4.4378
C -8.2314 4.3313 2.9444
C -7.6809 3.9382 1.5844
O -7.6563 2.5412 1.3501
C -8.9103 1.8800 1.3926
C -9.9150 2.3867 0.3727
H -7.6606 3.8518 3.7408
H -8.1691 5.4123 3.0729
H -9.2768 4.0449 3.0622
H -6.6402 4.2565 1.5083
H -8.2271 4.4528 0.7857
H -9.3323 1.9231 2.4027
H -8.6841 0.8326 1.1917
H -10.1839 3.4298 0.5425
H -10.8299 1.7964 0.4279
H -9.5095 2.3047 -0.6368
C 1.9871 5.5371 5.9126
C 2.2167 5.2881 4.4329
O 1.7162 4.0433 3.9689
C 0.3199 3.8380 4.1202
C -0.5425 4.8468 3.3820
H 2.4296 4.7377 6.5079
H 2.4433 6.4828 6.2055
H 0.9265 5.5922 6.1599
H 3.2884 5.2546 4.2328
H 1.8085 6.1121 3.8366
H 0.0515 3.8047 5.1811
H 0.1354 2.8402 3.7197
H -0.4032 5.8605 3.7586
H -1.5958 4.5916 3.4999
H -0.3056 4.8482 2.3163
```

Here is C24H58Cu2N4O13 as an isolated structure in a non-equilibrium geometry from the Open Molecules 2025 dataset. Energies are from ωB97M-V/def2-TZVPD.

- expectation value of S² = 2.012
- E (eV) = -147655.3935
- charge = +2
- ΔE to the lowest compared entry with this formula, charge and spin (kcal/mol) = 276.54
- spin multiplicity = 3

The geometry in XYZ format:
```
101
C24H58Cu2N4O13, DFT ωB97M-V/def2-TZVPD
Cu -1.4266 6.6487 -1.9553
Cu 3.5251 4.5621 1.2238
O 3.1866 4.5952 -4.7120
C 2.6277 4.7032 -3.5424
O 3.2228 4.6152 -2.4818
O 1.4607 5.0451 -3.5298
H 2.3798 4.7109 -5.2192
O -1.4750 1.6016 0.7182
C -0.7802 2.7057 0.7036
O 0.3924 2.7092 1.1668
O -1.2672 3.6926 0.0691
H -2.2722 2.0081 0.3704
C -1.9999 9.2196 -4.6473
O -2.1912 7.7797 -4.6752
C -2.9052 7.2804 -5.7656
C -3.0827 5.7243 -5.5968
N -3.4428 5.3437 -4.2337
C -3.7041 3.8948 -4.2346
C -2.4612 3.0078 -4.6350
O -2.1676 2.9093 -6.0344
C -0.9517 2.2128 -6.3597
H -1.9472 9.6374 -5.6527
H -1.2600 9.5259 -3.9079
H -2.9190 9.6691 -4.2714
H -2.4325 7.4562 -6.7319
H -3.8774 7.7603 -5.8778
H -2.1347 5.2761 -5.8943
H -3.8921 5.4002 -6.2510
H -4.3537 5.7734 -4.1582
H -4.5218 3.5788 -4.8823
H -4.1678 3.7487 -3.2590
H -2.6074 1.9573 -4.3838
H -1.6339 3.2510 -3.9684
H -0.8761 1.1687 -6.0558
H -0.1326 2.7847 -5.9236
H -0.9361 2.3901 -7.4350
C -0.4688 -7.1668 -4.7718
O -1.5525 -6.4350 -4.3324
C -1.2484 -5.0758 -4.1850
C -2.4514 -4.1996 -3.6774
N -2.7857 -4.7406 -2.4309
C -4.0466 -4.3110 -1.8905
C -4.0661 -2.8636 -1.3113
O -5.4050 -2.4206 -1.1925
C -5.5751 -1.2358 -0.4041
H -0.2083 -7.0767 -5.8264
H -0.8139 -8.1474 -4.4442
H 0.4399 -6.9876 -4.1972
H -0.8039 -4.5329 -5.0192
H -0.4555 -4.9953 -3.4414
H -3.3229 -4.2763 -4.3275
H -2.1789 -3.1442 -3.6836
H -2.9223 -5.7132 -2.6666
H -4.3190 -5.0608 -1.1477
H -4.7631 -4.3161 -2.7119
H -3.3800 -2.1575 -1.7789
H -3.8238 -2.9469 -0.2518
H -5.4702 -1.4144 0.6660
H -6.5506 -0.7763 -0.5631
H -4.7410 -0.5341 -0.4115
C 1.3587 -3.4915 2.8860
O 1.2014 -4.6796 3.6198
C 1.2827 -5.8547 2.8560
C 2.6484 -6.4893 2.8771
N 2.8702 -6.9410 4.2786
C 4.1932 -6.7116 4.7318
C 4.8138 -7.7460 5.6589
O 6.1598 -7.2858 5.9679
C 6.8060 -7.9615 7.0051
H 0.5113 -3.1893 2.2706
H 2.2833 -3.6290 2.3254
H 1.6133 -2.7296 3.6228
H 1.0430 -5.6255 1.8177
H 0.5429 -6.5450 3.2613
H 3.5011 -5.8985 2.5423
H 2.7823 -7.3637 2.2403
H 2.1271 -6.5163 4.8147
H 4.1286 -5.7784 5.2913
H 4.9792 -6.5222 4.0007
H 4.8236 -8.6421 5.0385
H 4.1723 -7.9395 6.5186
H 7.1033 -8.9918 6.8093
H 6.1674 -7.9082 7.8868
H 7.6129 -7.2719 7.2529
C 3.8100 3.9756 7.0436
C 3.0075 3.7584 5.8038
C 1.4663 3.8853 6.0246
O 1.1857 5.2859 6.2229
C 0.2439 5.8523 5.3347
N 3.3376 4.7957 4.7628
H 4.8807 3.9829 6.8394
H 3.5478 3.2918 7.8508
H 3.4962 4.8569 7.6030
H 3.2049 2.7958 5.3321
H 0.9458 3.3926 6.8458
H 0.9272 3.3791 5.2238
H 0.2727 5.3598 4.3627
H 0.5125 6.8981 5.1856
H -0.6930 5.6901 5.8676
H 4.2613 5.1634 4.9412
H 2.8043 5.5297 5.2066
```

Here is a 3-piece molecular cluster, C24H58N6O4P overall from the Open Molecules 2025 dataset. Energies are from ωB97M-V/def2-TZVPD.

- E (eV) = -52237.0444
- charge = +1
- spin multiplicity = 1

The geometry in XYZ format:
```
93
C24H58N6O4P, DFT ωB97M-V/def2-TZVPD
C 2.4754 2.1881 2.2572
C 3.6386 1.3312 1.7624
C 3.1867 0.2163 0.8191
C 2.9747 0.6891 -0.6247
C 2.9302 -0.4502 -1.6619
C 1.5142 -0.7818 -2.1668
C 0.8411 -1.9562 -1.4308
C -0.0058 -1.4795 -0.2394
N -1.3825 -2.0804 -0.0994
P -1.3823 -3.8017 -0.1334
N -0.1196 -4.4005 0.5074
C -2.3344 -1.3577 -0.8172
N -2.5441 -1.5121 -2.1718
C -1.9747 -0.4808 -3.0821
C -2.9781 -0.0779 -4.1422
N -3.1836 1.0847 -4.5793
N -3.1009 -0.5101 -0.1726
C -4.2042 0.2151 -0.8828
C -4.9598 1.2439 -0.0559
C -4.3892 2.6572 -0.1533
N -2.9978 -0.3201 1.2081
C -2.0149 0.6935 1.6384
C -2.4191 1.2931 2.9752
H 2.8040 2.9362 2.9788
H 1.7242 1.5567 2.7430
H 1.9858 2.7069 1.4280
H 4.3549 1.9698 1.2375
H 4.1429 0.8943 2.6265
H 3.9292 -0.5852 0.8101
H 2.2478 -0.2027 1.2057
H 2.0372 1.2557 -0.6823
H 3.7704 1.3916 -0.8818
H 3.5418 -0.1642 -2.5185
H 3.3847 -1.3482 -1.2340
H 1.5682 -1.0276 -3.2300
H 0.9042 0.1237 -2.0682
H 0.2409 -2.5402 -2.1355
H 1.6117 -2.6170 -1.0359
H 0.4966 -1.6670 0.7077
H -0.1582 -0.4021 -0.3097
H -2.6531 -4.0823 0.3965
H -1.5163 -4.0883 -1.5047
H -0.2694 -4.9318 1.3560
H -2.3317 -2.4523 -2.4782
H -1.6825 0.3915 -2.4944
H -1.0828 -0.8885 -3.5639
H -3.5575 -0.9029 -4.5663
H -2.5896 1.7832 -4.1239
H -4.8731 -0.5675 -1.2449
H -3.7863 0.6987 -1.7610
H -5.9690 1.2587 -0.4712
H -5.0582 0.9122 0.9770
H -4.8729 3.3250 0.5580
H -3.3143 2.6928 0.0313
H -4.5612 3.0661 -1.1509
H -2.8163 -1.2238 1.6278
H -1.9629 1.4624 0.8670
H -1.0213 0.2475 1.7275
H -2.1380 0.6133 3.7807
H -1.9252 2.2506 3.1332
H -3.4999 1.4278 3.0116
C -0.5382 -2.3856 5.4337
O 0.1135 -1.2054 5.8534
C -0.7083 -0.3386 6.6205
C -0.4911 -0.4903 8.1103
O -0.8624 -1.7744 8.5709
C 0.2298 -2.6567 8.7631
H 0.2287 -3.0773 5.0883
H -1.1004 -2.8507 6.2461
H -1.2270 -2.1792 4.6017
H -1.7639 -0.5128 6.3799
H -0.4548 0.6852 6.3283
H -1.1175 0.2423 8.6277
H 0.5536 -0.2760 8.3588
H 0.7769 -2.4066 9.6774
H 0.9211 -2.6339 7.9171
H -0.1799 -3.6600 8.8640
C 4.3443 2.9894 -4.9979
O 3.5787 1.8340 -4.6931
C 2.2193 1.9295 -5.0690
C 1.9257 1.2310 -6.3805
O 2.5800 1.8428 -7.4695
C 3.7727 1.1903 -7.8720
H 5.3932 2.7135 -4.9100
H 4.1502 3.3420 -6.0127
H 4.1291 3.7965 -4.2900
H 1.9048 2.9774 -5.1265
H 1.6363 1.4464 -4.2746
H 0.8481 1.2860 -6.5707
H 2.2031 0.1725 -6.3070
H 3.5463 0.2753 -8.4289
H 4.4048 0.9423 -7.0164
H 4.3088 1.8750 -8.5256
```

Here is C24H60BO28 as an isolated structure in a non-equilibrium geometry from the Open Molecules 2025 dataset. Energies are from ωB97M-V/def2-TZVPD.

- E (eV) = -83843.2930
- charge = -1
- ΔE to the lowest compared entry with this formula, charge and spin (kcal/mol) = 638.10
- spin multiplicity = 1

The geometry in XYZ format:
```
113
C24H60BO28, DFT ωB97M-V/def2-TZVPD
O -2.0519 1.1410 -2.9076
C -1.4694 0.6404 -1.9424
O -2.0029 -0.1299 -1.0435
B -0.9459 -0.6182 -0.1203
O 0.2995 0.0820 -0.5232
C 0.0743 0.8002 -1.5717
O 0.9200 1.4015 -2.2900
O -0.7107 -2.0230 -0.1797
C -0.4604 -2.4639 1.0514
O 0.0367 -3.5088 1.3269
C -0.8715 -1.3060 2.0279
O -1.2730 -0.2788 1.1963
O -0.8687 -1.3268 3.2729
C -2.7455 0.1359 4.2382
C -2.4163 -0.6726 5.5412
O -1.7477 -1.8101 5.3185
O -3.8005 -0.3751 3.4699
H -1.9495 0.1424 3.4936
H -2.9351 1.1697 4.5271
H -3.3138 -0.9596 6.0890
H -1.7772 -0.1172 6.2275
H -2.0421 -2.2316 4.5077
H -3.4765 -1.1049 2.9370
C -2.1938 -0.9743 -5.7126
C -2.9725 -0.8422 -4.3999
O -4.1747 -0.0627 -4.6055
O -2.9968 -1.6929 -6.5959
H -1.3395 -1.6297 -5.5434
H -1.7086 -0.1341 -6.2094
H -2.3758 -0.3568 -3.6276
H -3.1567 -1.8118 -3.9372
H -4.8935 -0.6991 -4.6076
H -3.6667 -1.0117 -6.6907
C 0.5879 2.0352 2.2998
C 1.3691 0.8264 1.7969
O 2.6046 0.7624 2.3989
O 0.4733 2.1092 3.7281
H -0.3446 2.1001 1.7392
H 1.0659 2.9373 1.9180
H 1.6226 0.8904 0.7387
H 0.9853 -0.1707 2.0132
H 2.8473 1.4702 3.0003
H 0.7875 1.2354 3.9720
C 2.4013 -1.6475 0.4014
C 2.5098 -2.3610 -0.8957
O 2.4587 -1.4431 -1.9850
O 3.5640 -0.9103 0.6866
H 2.1195 -2.2833 1.2407
H 1.6119 -0.8959 0.3900
H 1.5945 -2.8716 -1.1950
H 3.3930 -2.9973 -0.9513
H 3.0190 -0.6663 -1.9207
H 3.3572 -0.3582 1.4442
C 0.5248 -0.6656 5.0606
C 1.9527 -0.5660 5.4550
O 2.3569 -1.5433 6.3903
O 0.2264 0.1191 3.8816
H -0.1036 -0.3228 5.8826
H 0.2044 -1.6713 4.7888
H 2.1640 0.3178 6.0570
H 2.5253 -0.5057 4.5294
H 3.0892 -1.1648 6.8823
H -0.3333 -0.4051 3.3041
C 1.6524 3.2642 -1.4608
C 2.2886 4.6853 -1.2403
O 2.2863 5.1395 0.0986
O 0.3212 3.3299 -1.2758
H 2.1413 2.5561 -0.7917
H 2.1213 2.8295 -2.3436
H 1.6741 5.4164 -1.7656
H 3.3425 4.6830 -1.5186
H 1.3553 5.2065 0.3231
H 0.0087 2.4341 -1.4223
C -1.6862 2.4548 0.2718
C -2.1396 3.4132 -0.9296
O -3.0201 4.4124 -0.4481
O -0.8616 3.2098 1.0329
H -1.0806 1.6545 -0.1533
H -2.5322 1.9384 0.7254
H -2.8266 2.8724 -1.5805
H -1.3969 4.0003 -1.4699
H -3.5337 4.5874 -1.2401
H -1.2167 4.0220 1.4016
C 0.6917 -1.8758 -3.3844
C -0.2982 -3.0650 -3.8859
O 0.4424 -4.2875 -3.7822
O 0.1579 -0.5730 -3.5770
H 1.6875 -1.9106 -3.8264
H 0.9137 -2.1340 -2.3490
H -0.7667 -2.7154 -4.8059
H -1.1219 -3.0673 -3.1721
H 0.1668 -4.7891 -3.0114
H 0.7152 0.1307 -3.2366
C 2.8360 -3.6850 4.2083
C 2.2252 -3.3798 2.7359
O 1.4617 -4.4396 2.1137
O 4.0052 -4.4919 4.3260
H 2.0510 -4.1793 4.7807
H 2.8821 -2.7668 4.7939
H 3.0992 -2.9951 2.2104
H 1.5495 -2.5291 2.8244
H 1.2834 -4.3433 1.1754
H 4.7406 -3.8777 4.3860
C -0.6099 2.3292 -5.6629
C -1.4748 1.8786 -4.4418
O -2.2364 2.8128 -3.6714
O -0.1815 1.1838 -6.3567
H 0.1892 2.9030 -5.1938
H -1.1444 2.9221 -6.4051
H -0.9350 1.2569 -3.7275
H -2.2256 1.1875 -4.8251
H -2.4342 2.2222 -2.9410
H -0.1943 1.4442 -7.2806
```

Q: Among the records above, which one has the highest spin multiplicity?
A: C24H58Cu2N4O13